C5H8N2 | wB97M-V/def2-TZVPD

The geometry in XYZ format:
```
15
Properties=species:S:1:pos:R:3:forces:R:3:mulliken_charge:R:1
N 1.515298 0.164853 2.285471 -0.1 -0.1 0.1 -0.5653
N 0.378724 -0.728540 -1.008120 -0.1 0.1 0.0 -0.0096
C 1.269823 -0.887766 0.038705 0.1 0.0 0.1 -0.8965
C 0.870438 -0.048870 1.049253 0.0 -0.1 -0.2 0.8952
C -0.297577 0.632368 0.594951 0.0 0.0 0.0 -0.6631
C -1.710767 0.513854 -1.593820 -0.1 0.0 0.0 -1.1766
C -0.575880 0.188631 -0.676862 0.0 -0.1 0.0 0.1709
H -1.370678 0.713332 -2.616674 0.0 0.0 0.1 0.3269
H 0.447254 -1.189936 -1.897847 0.0 0.0 0.1 0.1869
H 2.108409 -1.567101 -0.032755 -0.1 0.1 0.0 0.3581
H -2.439740 -0.304529 -1.639448 0.1 0.1 0.0 0.2675
H -0.869077 1.368128 1.147127 0.1 -0.1 -0.1 0.3219
H 2.059300 -0.639680 2.571975 0.0 0.1 0.0 0.2401
H 0.851425 0.381049 3.018193 0.1 0.0 -0.1 0.2539
H -2.236954 1.404206 -1.240150 0.1 -0.1 0.0 0.2897
```
Positions in Å, forces in eV/Å.

HOMO-LUMO gap	8.423	eV
multiplicity	1
SMILES	Cc1cc(N)c[nH]1
molar mass	96.13	u


C5H8N2 | wB97M-V/def2-TZVPD

The geometry in XYZ format:
```
15
Properties=species:S:1:pos:R:3:forces:R:3:mulliken_charge:R:1
N -2.189564 0.125022 -0.026237 -2.1 -1.9 0.4 -0.4347
N -1.273091 1.082629 -0.280307 -3.4 6.2 1.5 -0.2914
C -0.120664 0.596500 0.359739 0.8 1.3 0.9 -0.0443
C -1.599476 -0.997811 0.190405 2.1 0.8 -1.6 -0.5010
C -0.179572 -0.749389 -0.313592 0.7 -0.5 2.7 -0.0988
C 1.442746 0.689044 -0.064441 -1.8 7.1 -2.1 -0.4555
C 1.358189 -0.686985 0.089547 2.5 -7.3 0.3 -0.4215
H 1.839328 -1.278578 -0.793990 0.3 0.6 2.4 0.2624
H -0.304043 -0.727498 -1.421505 0.6 0.4 0.7 0.2266
H -2.004405 -1.945160 0.228624 -1.6 -1.5 0.4 0.3974
H 1.746569 -0.781847 1.146534 -0.9 -1.9 -1.0 0.2605
H -1.871340 2.042188 0.070087 2.8 -3.0 -1.1 0.3168
H 1.427718 0.702090 -1.188099 0.0 1.7 0.8 0.2418
H 2.137840 1.563679 0.383487 -1.4 -2.7 -0.8 0.2820
H -0.410239 0.366113 1.619755 1.4 0.8 -3.4 0.2597
```
Positions in Å, forces in eV/Å.

HOMO-LUMO gap	10.001	eV
multiplicity	1
molar mass	96.13	u


C5H8N2 | wB97M-V/def2-TZVPD

The geometry in XYZ format:
```
15
Properties=species:S:1:pos:R:3:forces:R:3:mulliken_charge:R:1
N 0.732814 -0.063814 -0.654753 -0.4 -0.1 0.2 -0.2643
N 1.089649 -0.979556 1.551204 -0.1 0.2 0.0 -0.5488
C -0.379617 -0.010408 -1.544126 -0.3 -0.5 -0.4 -0.4572
C -1.090333 -1.027391 0.332011 0.2 -0.1 0.2 -0.4383
C 0.705945 1.354182 -0.215755 0.2 0.3 0.8 -0.9042
C -1.473798 -0.543565 -0.972482 0.0 0.0 -0.2 -0.3862
C 0.230863 -0.740625 0.486360 -0.1 -0.7 -0.2 0.3319
H 1.940512 -0.433853 1.552290 -0.1 -0.1 -0.1 0.2554
H -1.752540 -1.468524 1.064638 0.2 -0.1 -0.1 0.3979
H 0.645734 -0.980431 2.459097 0.0 0.0 -0.1 0.2260
H -2.472007 -0.554156 -1.389241 0.1 -0.1 0.0 0.4160
H -0.254155 0.524644 -2.475187 -0.1 -0.1 0.1 0.4639
H 1.503546 1.634152 0.460872 0.6 -0.2 0.0 0.2430
H -0.194635 1.280432 0.446655 0.1 1.8 -0.9 0.3805
H 0.768022 2.008912 -1.101584 -0.5 -0.1 0.7 0.2846
```
Positions in Å, forces in eV/Å.

HOMO-LUMO gap	8.613	eV
multiplicity	1
SMILES	Cn1cccc1N
molar mass	96.13	u


C5H8N2 | wB97M-V/def2-TZVPD

The geometry in XYZ format:
```
15
Properties=species:S:1:pos:R:3:forces:R:3:mulliken_charge:R:1
N -0.366103 -1.776178 -0.436832 0.0 0.2 -0.3 -0.4648
N 2.581698 0.416076 -0.453292 0.0 -0.7 -0.2 -0.5428
C -0.061180 0.273641 0.509284 -0.9 -0.4 0.6 0.1779
C 0.779051 -1.244147 0.270628 -0.4 2.5 0.7 -0.2906
C -1.185384 -0.681524 0.132459 -1.0 0.1 0.1 -0.6324
C 1.805045 -0.412299 -0.212057 2.4 -0.2 -1.0 0.3578
C -0.106394 1.628963 -0.265533 0.2 -0.5 0.0 -1.4228
H -1.655007 -1.004035 1.059123 -0.5 -0.3 -0.2 0.2265
H 0.670030 2.355929 0.003184 0.0 -0.5 0.0 0.4005
H -1.907491 -0.288874 -0.575878 -0.3 0.0 0.1 0.4130
H 0.092111 0.528687 1.554448 -0.5 -0.2 0.2 0.3184
H -1.072118 2.087245 0.027869 0.3 -0.3 0.0 0.4003
H -0.271124 -1.704892 -1.443951 0.0 0.1 0.0 0.3308
H 0.897642 -1.770658 1.225671 0.5 0.5 -0.3 0.3803
H -0.121956 1.556154 -1.358818 0.1 -0.3 0.2 0.3481
```
Positions in Å, forces in eV/Å.

HOMO-LUMO gap	10.027	eV
multiplicity	1
molar mass	96.13	u


C5H8N2 | wB97M-V/def2-TZVPD

The geometry in XYZ format:
```
15
Properties=species:S:1:pos:R:3:forces:R:3:mulliken_charge:R:1
N 0.774335 -2.160686 -0.600195 -0.7 1.4 0.7 -0.1098
N 0.181079 -1.123633 1.287787 -0.1 -0.1 -0.5 -0.6072
C -1.158206 2.058034 -0.188457 -0.6 -1.5 0.4 -1.0728
C 0.520176 -2.257089 0.723801 0.8 -0.2 0.9 -0.2599
C 0.533530 -0.804537 -0.916997 0.1 -1.7 -0.2 -0.5488
C -0.010324 1.250037 0.462507 0.2 1.0 0.4 -0.4831
C 0.176771 -0.209561 0.259811 -0.3 0.1 -1.0 0.5210
H 0.475474 -0.598912 -1.972638 0.2 0.7 0.1 0.3644
H 0.933719 1.691501 0.129725 0.0 0.2 0.3 0.2841
H -1.473608 2.822147 0.515850 0.2 0.5 -0.3 0.3169
H 1.388295 -2.772279 -1.093380 -0.1 -0.4 -0.4 0.2371
H -2.038836 1.408605 -0.267498 0.1 0.0 -0.1 0.3330
H 0.726910 -3.142337 1.306598 -0.1 -0.2 -0.2 0.4063
H -0.941844 2.422747 -1.185530 0.1 0.3 0.0 0.3109
H -0.087472 1.415963 1.538616 0.2 -0.1 0.0 0.3080
```
Positions in Å, forces in eV/Å.

HOMO-LUMO gap	9.601	eV
multiplicity	1
SMILES	CCc1c[nH]cn1
molar mass	96.13	u


C5H8N2 | wB97M-V/def2-TZVPD

The geometry in XYZ format:
```
15
Properties=species:S:1:pos:R:3:forces:R:3:mulliken_charge:R:1
N -1.529493 0.926505 -0.181928 0.1 1.2 -0.2 -0.1879
N -2.166108 -0.057625 0.119406 -1.5 -0.2 0.3 -0.2828
C 0.271509 -0.670983 -0.166106 -4.1 -1.2 0.8 0.2866
C -0.083967 0.732915 -0.464122 0.6 -0.2 -0.1 0.2925
C 0.704942 1.798416 0.298689 -0.2 -0.2 -0.2 -1.2061
C 1.358253 -1.394906 -0.115335 0.4 0.0 -0.1 -0.7821
C -1.524988 -1.299819 0.203876 4.7 0.7 -0.8 -0.4593
H -1.808853 -1.991974 -0.577020 -0.2 -0.1 -0.1 0.3043
H 1.770830 1.636220 0.159002 0.1 0.0 0.0 0.3308
H 0.478893 1.746947 1.361482 0.0 0.0 0.1 0.3146
H -0.011604 0.932424 -1.541143 0.1 0.0 0.1 0.2393
H 2.324649 -0.971477 -0.358728 0.1 0.1 0.0 0.2483
H 0.442301 2.788332 -0.069151 0.0 0.0 0.0 0.3430
H 1.348294 -2.443127 0.136948 -0.1 -0.1 0.1 0.2559
H -1.574656 -1.731846 1.194130 -0.1 -0.1 0.1 0.3028
```
Positions in Å, forces in eV/Å.

HOMO-LUMO gap	9.761	eV
multiplicity	1
molar mass	96.13	u


C5H8N2 | wB97M-V/def2-TZVPD

The geometry in XYZ format:
```
15
Properties=species:S:1:pos:R:3:forces:R:3:mulliken_charge:R:1
N -1.329604 1.176607 0.590027 0.1 -0.5 -0.4 -0.3151
N -1.361569 0.319988 -0.307801 -0.1 0.4 0.4 -0.0571
C 1.657770 -0.589654 0.810339 -0.2 0.1 0.0 -0.0238
C 0.911161 0.460135 1.012075 0.0 -0.1 0.0 0.1678
C 2.396971 -0.826827 -0.482318 0.0 0.0 0.0 -0.9948
C -2.709431 0.019723 -0.762826 -0.1 0.0 -0.1 -0.6846
C -0.000086 1.400043 1.100521 0.2 -0.1 0.1 -0.4855
H 2.508405 0.106612 -1.041614 0.0 -0.2 0.1 0.3257
H 1.820349 -1.526546 -1.101085 0.1 0.1 0.1 0.2462
H -2.912626 -1.029282 -0.516264 0.0 0.2 0.0 0.2433
H 0.144151 2.356307 1.598551 0.0 -0.2 -0.1 0.3234
H -2.724503 0.100937 -1.854762 0.0 0.0 0.2 0.2450
H -3.460632 0.671875 -0.304106 0.1 -0.1 -0.1 0.3528
H 3.384365 -1.265132 -0.308344 -0.1 0.1 0.0 0.3416
H 1.675282 -1.374781 1.567614 0.0 0.2 -0.1 0.3151
```
Positions in Å, forces in eV/Å.

HOMO-LUMO gap	9.672	eV
multiplicity	1
SMILES	CC=C=C/N=N/C
molar mass	96.13	u


C5H8N2 | wB97M-V/def2-TZVPD

The geometry in XYZ format:
```
15
Properties=species:S:1:pos:R:3:forces:R:3:mulliken_charge:R:1
N -2.722463 0.651828 0.121891 0.9 -0.1 2.3 -0.6836
N -1.485293 -0.018624 0.351829 0.1 0.3 -0.4 0.0405
C 2.007641 0.943072 -0.457564 0.4 -2.0 -1.4 0.2457
C -0.369800 0.568076 -0.137668 -0.1 0.0 -1.9 -0.2697
C 1.393054 1.413004 0.592202 1.3 1.4 0.9 -1.1982
C 0.869465 -0.061169 -0.226386 0.1 2.6 -1.7 0.9579
C 1.253324 -1.390366 0.222970 -2.1 1.2 2.9 -1.5559
H 2.232990 -1.568713 -0.023794 2.1 -0.9 -0.7 0.4248
H -3.285476 0.091369 -0.451482 -0.8 -0.9 -1.3 0.2324
H -2.369576 1.417451 -0.388210 -0.6 1.4 -0.8 0.2760
H -0.631041 1.568103 -0.699906 1.1 -2.2 1.2 0.1964
H 2.938804 0.682069 -1.123499 -2.1 1.1 1.7 0.3564
H -1.491924 -0.802253 0.964917 0.1 -0.2 0.4 0.2587
H 1.132576 -1.423037 1.327559 0.5 0.0 -0.2 0.3383
H 0.527719 -2.070806 -0.072857 -0.9 -1.8 -1.2 0.3802
```
Positions in Å, forces in eV/Å.

HOMO-LUMO gap	8.603	eV
multiplicity	1
molar mass	96.13	u


C5H8N2 | wB97M-V/def2-TZVPD

The geometry in XYZ format:
```
15
Properties=species:S:1:pos:R:3:forces:R:3:mulliken_charge:R:1
N -0.814318 -1.240049 -0.902995 -0.2 0.2 -0.2 -0.6407
N 1.837700 1.901984 0.890778 1.5 -0.8 -0.1 -0.5602
C -0.732318 -1.381001 0.548153 0.0 0.0 0.3 -0.6937
C 1.382117 -0.238986 -0.414556 0.0 0.0 0.0 -0.4047
C -0.134016 -0.199675 -0.128482 0.0 0.2 0.2 0.8009
C 1.921461 0.884650 0.346369 -0.2 0.9 0.4 0.4073
C -0.726811 1.205653 0.072127 -0.1 0.0 0.0 -1.3311
H -1.750798 -0.966162 -1.186210 0.1 0.1 0.1 0.2713
H -1.641255 -1.222077 1.125587 0.2 0.0 -0.1 0.2634
H -0.069904 1.896157 0.660309 -0.9 -0.9 -0.6 0.4116
H 1.821057 -1.208225 -0.156202 -0.1 0.2 0.0 0.3418
H -0.891336 1.681367 -0.903715 -0.1 -0.1 0.2 0.2983
H 1.575814 -0.064096 -1.478440 -0.1 0.0 0.1 0.2411
H -0.110191 -2.201736 0.904492 -0.1 0.2 -0.1 0.2390
H -1.667202 1.152201 0.622788 -0.1 -0.1 -0.3 0.3557
```
Positions in Å, forces in eV/Å.

HOMO-LUMO gap	10.777	eV
multiplicity	1
SMILES	C[C@@]1(CC#N)CN1
molar mass	96.13	u


Asked for HOMO level across the records above, the calculation gives -7.34, -8.93, -7.57, -9.20, -8.62, -8.81, -9.06, -7.69, -9.88 eV in order.
Asked for relative energy (zero: lowest compared OMol25 entry of this formula, charge and spin) across the records above, the calculation gives 13.7, 662.4, 163.0, 325.4, 38.9, 308.4, 317.5, 628.6, 183.5 kJ/mol in order.
Asked for energy across the records above, the calculation gives -304.83028, -304.58318, -304.77343, -304.71155, -304.82069, -304.71804, -304.71457, -304.59608, -304.76560 a.u. in order.